Run i
Here is C5H11NO2 as an isolated structure from OMol25. Energies are from ωB97M-V with the def2-TZVPD basis set.

Structure (XYZ):
```
19
Properties=species:S:1:pos:R:3:nbo_charge:R:1
C 0.996 1.391 -0.439 -0.6028
C 1.886 -0.405 1.181 -0.6053
C -0.015 -0.980 -0.397 -0.2824
C -1.749 -0.336 -1.031 -0.3163
C 0.614 0.132 0.440 -0.2786
N -2.457 0.070 0.128 0.4878
O -3.204 -0.779 0.612 -0.4012
O -2.318 1.151 0.672 -0.3865
H 0.111 1.756 -1.153 0.1970
H 1.307 2.116 0.303 0.2265
H 1.647 1.050 -1.211 0.2014
H 1.948 -1.483 1.000 0.2067
H 1.743 -0.408 2.248 0.2222
H 2.758 0.041 0.931 0.2106
H 0.457 -1.193 -1.339 0.1934
H -0.186 -1.940 0.142 0.2146
H -1.268 0.514 -1.453 0.2211
H -2.007 -1.222 -1.694 0.2594
H -0.263 0.526 1.062 0.2326
```

Summary:
HOMO level = -10.56 eV
Kohn-Sham gap = 0.390 Eh
E_LUMO = 0.0020 hartree



Run ii
Here is C5H11NO2 as an isolated structure from OMol25. Energies are from ωB97M-V with the def2-TZVPD basis set.

Structure (XYZ):
```
19
Properties=species:S:1:pos:R:3:nbo_charge:R:1
C 0.411 0.543 -0.645 0.1507
C 0.102 -0.515 0.409 0.0299
C -1.392 -0.837 0.570 -0.4040
C -2.315 0.375 0.652 -0.6186
C 2.362 0.735 -0.500 0.1306
O 0.333 0.320 -1.938 -0.7054
O 0.637 -0.051 1.664 -0.7445
N 2.594 0.208 -1.616 -0.7890
H 2.357 0.712 -2.703 0.4295
H 0.445 -0.696 2.357 0.4768
H 0.181 1.562 -0.298 0.1553
H 0.620 -1.442 0.133 0.1620
H 2.153 -0.703 -1.945 0.4275
H 2.392 0.689 0.576 0.2512
H -1.523 -1.437 1.481 0.1922
H -1.689 -1.489 -0.256 0.2172
H -3.326 0.061 0.925 0.2106
H -1.991 1.062 1.437 0.2097
H -2.350 0.904 -0.302 0.2183
```

Summary:
HOMO level (spin up / spin down) = -7.62 / -8.39 eV
Kohn-Sham gap (spin up / spin down) = 0.264 / 0.280 Eh
E_LUMO (spin up / spin down) = -0.0158 / -0.0279 hartree



Stability summary - winner: run i; margin: 169.2 kJ/mol.



Run i
Here is a single C5H11NO2 molecule from OMol25. Energies are from ωB97M-V with the def2-TZVPD basis set.

Structure (XYZ):
```
19
Properties=species:S:1:pos:R:3:nbo_charge:R:1
C 0.734 -0.506 -0.079 0.2619
C -0.958 1.380 -0.512 -0.0957
C 0.877 -1.652 0.870 -0.6561
C 0.840 -0.859 -1.531 -0.6473
C 0.092 0.726 0.424 0.3246
N -0.291 0.744 1.819 -0.8545
O -2.181 0.674 -0.372 -0.7326
O 1.408 0.963 0.157 -0.5195
H -2.879 1.162 -0.821 0.4759
H -1.284 0.560 1.904 0.3761
H -0.081 1.662 2.196 0.3683
H -0.608 1.388 -1.548 0.1692
H -1.045 2.423 -0.178 0.1592
H 0.973 -1.276 1.888 0.2579
H 1.748 -1.450 -1.668 0.2178
H 1.739 -2.272 0.634 0.2098
H -0.039 -2.244 0.819 0.2294
H -0.015 -1.451 -1.856 0.2259
H 0.970 0.028 -2.146 0.2297
```

Summary:
HOMO level = -9.17 eV
SMILES string = CC1(C)O[C@@]1(N)CO
Kohn-Sham gap = 0.365 Eh
E_LUMO = 0.0274 hartree



Run ii
Here is a single C5H11NO2 molecule from OMol25. Energies are from ωB97M-V with the def2-TZVPD basis set.

Structure (XYZ):
```
19
Properties=species:S:1:pos:R:3:nbo_charge:R:1
O 1.179 1.438 2.323 -0.5568
C 0.360 1.702 1.463 0.7963
O -0.403 2.935 1.461 -0.7615
C 0.012 1.084 0.210 -0.1627
C 0.191 -0.509 0.315 -0.4138
C 0.785 -1.211 -0.916 -0.4272
C 0.067 -2.520 -1.344 -0.6154
N -1.287 1.550 -0.203 -0.8299
H -0.230 3.557 2.232 0.5020
H 0.810 1.458 -0.600 0.2231
H 0.610 -0.816 1.292 0.2447
H -0.905 -0.797 0.602 0.1986
H 0.852 -0.576 -1.842 0.2099
H 1.931 -1.393 -0.996 0.2198
H -1.012 -2.707 -1.156 0.2138
H 0.334 -3.340 -0.667 0.2013
H 0.368 -2.797 -2.302 0.2106
H -1.843 0.766 -0.277 0.3476
H -1.820 2.176 0.404 0.3996
```

Summary:
HOMO level = -9.40 eV
SMILES string = CCC[C@@H](N)C(=O)O
Kohn-Sham gap = 0.372 Eh
E_LUMO = 0.0271 hartree



Run iii
Here is a 2-piece molecular cluster, C5H11NO2 overall from OMol25. Energies are from ωB97M-V with the def2-TZVPD basis set.

Structure (XYZ):
```
19
Properties=species:S:1:pos:R:3:nbo_charge:R:1
C 2.052 0.911 0.574 -0.6318
C 0.998 1.923 0.255 -0.2827
C 0.468 2.162 -0.940 0.1220
O -0.430 3.171 -1.100 -0.6885
H 1.903 0.505 1.569 0.2165
H 2.038 0.121 -0.178 0.2032
H 3.053 1.343 0.568 0.2156
H 0.668 2.642 1.002 0.2079
H 0.805 1.667 -1.847 0.1560
H -0.749 3.261 -2.003 0.4827
C -0.625 -2.469 1.023 -0.7176
C -1.829 -1.969 0.234 0.6741
N -1.529 -1.360 -0.940 -0.8234
O -2.964 -2.093 0.645 -0.6117
H 0.134 -2.866 0.349 0.2112
H -0.959 -3.250 1.700 0.2410
H -0.210 -1.662 1.625 0.2343
H -2.252 -0.812 -1.377 0.4042
H -0.573 -1.225 -1.160 0.3869
```

Summary:
HOMO level = -8.81 eV
SMILES string = C/C=C/O.CC(N)=O
Kohn-Sham gap = 0.344 Eh
E_LUMO = 0.0206 hartree



Stability summary - winner: run iii; margin: 99.7 kJ/mol.



Run i
Here is a single C5H11NO2 molecule from OMol25. Energies are from ωB97M-V with the def2-TZVPD basis set.

Structure (XYZ):
```
19
Properties=species:S:1:pos:R:3:nbo_charge:R:1
C -0.128 0.112 2.106 -0.0680
O 0.230 -0.838 3.070 -0.7076
C 0.295 -0.429 0.626 -0.0559
C -0.255 0.725 -0.354 -0.4208
C 0.015 0.258 -1.776 -0.5347
C 0.261 1.442 -2.700 0.4376
O 0.280 1.117 -3.846 -0.4977
N -0.416 -1.654 0.409 -0.8810
H 0.376 1.143 2.212 0.1403
H -1.152 0.420 2.171 0.1682
H 0.935 -1.362 2.679 0.4622
H 1.351 -0.558 0.662 0.1914
H 0.417 1.602 -0.220 0.2024
H -1.404 0.853 -0.182 0.2140
H -0.662 -0.565 -2.127 0.2537
H 0.920 -0.427 -1.711 0.2271
H 0.306 2.334 -2.224 0.1134
H 0.009 -2.536 0.437 0.3801
H -1.377 -1.636 0.768 0.3752
```

Summary:
HOMO level = -8.92 eV
SMILES string = N[C@H](CO)CCC=O
Kohn-Sham gap = 0.354 Eh
E_LUMO = 0.0266 hartree



Run ii
Here is a single C5H11NO2 molecule from OMol25. Energies are from ωB97M-V with the def2-TZVPD basis set.

Structure (XYZ):
```
19
Properties=species:S:1:pos:R:3:nbo_charge:R:1
C -0.666 -1.408 -1.016 0.4908
N -0.446 -0.604 0.058 -0.4283
C -0.259 -1.428 1.286 -0.4422
C -0.480 1.543 -1.223 -0.6045
C -0.246 0.799 0.066 -0.0838
C 1.209 1.096 0.412 -0.0616
O 1.439 2.286 1.166 -0.7199
O -0.783 -2.682 -0.998 -0.6415
H -0.924 -1.027 -2.039 0.1515
H 0.217 -1.003 2.212 0.2152
H 0.517 -2.126 1.005 0.2279
H -1.215 -1.966 1.635 0.2252
H -0.200 2.509 -1.114 0.2262
H -1.572 1.446 -1.613 0.2121
H -0.012 1.016 -2.086 0.2168
H -0.901 1.183 0.847 0.1963
H 1.823 0.167 0.913 0.1675
H 1.850 1.256 -0.574 0.1897
H 0.950 2.334 1.922 0.4625
```

Summary:
HOMO level = -9.53 eV
SMILES string = C[C@H](CO)N(C)C=O
Kohn-Sham gap = 0.375 Eh
E_LUMO = 0.0249 hartree



Run iii
Here is a single C5H11NO2 molecule from OMol25. Energies are from ωB97M-V with the def2-TZVPD basis set.

Structure (XYZ):
```
19
Properties=species:S:1:pos:R:3:nbo_charge:R:1
C 0.533 2.233 0.618 -0.6272
C -0.068 0.991 1.319 -0.2441
N 0.345 -0.111 0.320 -0.4290
C 0.572 -1.408 1.066 -0.4470
C -0.810 -0.316 -0.727 -0.3616
C -0.290 -1.263 -1.748 0.7870
O -0.731 -0.807 -2.946 -0.6850
O 0.303 -2.319 -1.609 -0.5882
H 1.468 2.651 1.074 0.2175
H -0.118 3.145 0.711 0.2011
H 0.742 2.041 -0.452 0.2226
H -1.146 0.972 1.442 0.1839
H 0.510 0.829 2.218 0.2073
H 1.113 -2.204 0.368 0.2495
H -0.469 -1.703 1.391 0.1639
H 1.249 -1.226 1.962 0.1962
H -0.935 0.785 -1.050 0.2447
H -1.763 -0.793 -0.284 0.2111
H -0.503 -1.498 -3.674 0.4975
```

Summary:
HOMO level = -8.87 eV
SMILES string = CCN(C)CC(=O)O
Kohn-Sham gap = 0.353 Eh
E_LUMO = 0.0270 hartree



Stability summary - winner: run iii; margin: 41.2 kJ/mol.



Run i
Here is a single C5H11NO2 molecule from OMol25. Energies are from ωB97M-V with the def2-TZVPD basis set.

Structure (XYZ):
```
19
Properties=species:S:1:pos:R:3:nbo_charge:R:1
C -1.018 -0.849 0.524 0.2706
C 1.532 -0.773 0.529 -0.4195
C -2.376 -0.299 0.124 -0.6257
C 1.581 1.782 -0.684 -0.7141
N 0.275 -0.175 0.089 -0.4765
C 0.249 1.120 -0.402 0.6840
O -0.940 -2.164 0.021 -0.7196
O -0.790 1.735 -0.643 -0.6255
H -0.641 -2.068 -0.899 0.4688
H -0.951 -0.889 1.615 0.1618
H 1.961 -0.168 1.334 0.1921
H 1.381 -1.796 0.885 0.2347
H 2.240 -0.810 -0.304 0.2046
H -3.168 -0.977 0.467 0.2175
H -2.568 0.675 0.583 0.2326
H -2.476 -0.226 -0.963 0.2193
H 2.176 1.180 -1.373 0.2231
H 1.406 2.756 -1.150 0.2460
H 2.127 1.944 0.249 0.2257
```

Summary:
HOMO level = -9.41 eV
SMILES string = CC(=O)N(C)[C@@H](C)O
Kohn-Sham gap = 0.374 Eh
E_LUMO = 0.0279 hartree



Run ii
Here is a 2-piece molecular cluster, C5H11NO2 overall from OMol25. Energies are from ωB97M-V with the def2-TZVPD basis set.

Structure (XYZ):
```
19
Properties=species:S:1:pos:R:3:nbo_charge:R:1
C -0.941 -1.376 -1.034 0.2655
C -0.771 -1.517 0.344 -0.5850
C 0.708 1.521 -1.231 -0.2417
C 0.035 0.291 0.976 0.4943
N -0.847 0.872 1.906 -0.8861
C 1.351 0.135 1.308 -0.6176
O -0.276 0.891 -0.437 -0.6120
O 0.051 -1.728 -1.875 -0.6659
H -0.232 -1.650 -2.793 0.4859
H -1.912 -1.226 -1.488 0.1717
H -0.425 1.376 2.672 0.3980
H -1.748 1.110 1.517 0.3929
H -1.671 -1.662 0.927 0.2328
H 0.121 -2.022 0.686 0.2346
H 0.627 1.082 -2.230 0.1652
H 1.752 1.438 -0.918 0.1885
H 0.483 2.591 -1.279 0.1703
H 1.642 0.142 2.346 0.2026
H 2.054 -0.270 0.600 0.2061
```

Summary:
HOMO level (spin up / spin down) = -7.04 / -7.04 eV
SMILES string = C=C(N)OC.C=CO
Kohn-Sham gap (spin up / spin down) = 0.281 / 0.281 Eh
E_LUMO (spin up / spin down) = 0.0221 / 0.0221 hartree



Stability summary - winner: run i; margin: 441.3 kJ/mol.



Run i
Here is a 2-piece molecular cluster, C3H8NO overall from OMol25. Energies are from ωB97M-V with the def2-TZVPD basis set.

Structure (XYZ):
```
13
Properties=species:S:1:pos:R:3:nbo_charge:R:1
C 1.092 -0.296 0.577 -0.0044
C 0.735 0.475 1.610 -0.5125
C 0.726 -0.962 -1.663 -0.3056
N 0.215 -0.379 -0.540 -0.5945
H 2.127 -0.606 0.486 0.2064
H -0.032 1.195 1.840 0.2040
H 1.411 0.403 2.467 0.1858
H 0.119 -1.272 -2.499 0.1763
H 1.777 -1.232 -1.636 0.1622
H -0.785 -0.098 -0.463 0.4374
H -2.445 1.566 -0.506 0.4907
H -2.801 0.497 0.506 0.4894
O -2.140 0.709 -0.179 -0.9353
```

Summary:
⟨S²⟩ = 0.760
HOMO level (spin up / spin down) = -5.49 / -8.36 eV
spin multiplicity = 2
Kohn-Sham gap (spin up / spin down) = 0.217 / 0.322 Eh
E_LUMO (spin up / spin down) = 0.0148 / 0.0147 hartree



Run ii
Here is a single C3H8NO molecule from OMol25. Energies are from ωB97M-V with the def2-TZVPD basis set.

Structure (XYZ):
```
13
Properties=species:S:1:pos:R:3:nbo_charge:R:1
C -1.039 -0.886 0.378 -0.1711
O -1.363 -0.673 1.677 -0.2693
C 0.233 -0.151 -0.116 -0.0873
C 0.225 1.114 -1.026 -0.6027
N 1.249 -0.024 0.922 -0.8145
H -1.827 -0.641 -0.369 0.2071
H -0.912 -1.965 0.211 0.2311
H 0.667 -0.752 -0.941 0.1800
H 0.025 2.061 -0.514 0.1996
H 1.178 1.191 -1.538 0.2222
H -0.607 1.024 -1.736 0.2019
H 1.312 -0.899 1.430 0.3498
H 0.861 0.600 1.622 0.3532
```

Summary:
⟨S²⟩ = 0.754
HOMO level (spin up / spin down) = -9.54 / -9.49 eV
spin multiplicity = 2
Kohn-Sham gap (spin up / spin down) = 0.384 / 0.286 Eh
E_LUMO (spin up / spin down) = 0.0337 / -0.0624 hartree



Stability summary - winner: run ii; margin: 13.3 kJ/mol.